1.
46
Properties=species:S:1:pos:R:3:forces:R:3:nbo_charge:R:1 method="wB97M-V/def2-TZVPD" max_force_ev_per_a=8.620 e_lumo_ev=2.33 gap_ev=6.11 charge=-1 energy_ev=-47800.757 e_homo_ev=-3.79
C -0.0677 -2.4136 2.1708 0.357 0.601 -2.287 -0.5239
C 0.4056 -2.0426 0.6963 1.327 -0.418 2.548 0.4633
O 1.3837 -2.6005 0.2640 -0.343 -0.277 -0.938 -0.5714
C -1.0671 -1.3526 2.5366 -1.556 -0.418 1.449 -0.5399
S -2.5581 -1.7201 1.5392 -0.355 0.878 -0.488 -0.0736
S -0.2006 2.4460 3.6216 0.397 -0.452 0.749 -0.5815
C -1.4647 2.2741 2.3205 3.453 1.738 -1.229 -0.5273
C -0.8073 1.9017 0.9733 -0.161 1.303 -1.495 -0.6081
H -0.3851 -3.4603 2.1314 -0.360 0.242 0.279 0.2198
H 0.8330 -2.3822 2.7513 0.579 0.126 0.422 0.2330
H 0.0277 -1.1149 0.2577 -0.467 -0.024 -0.375 0.1424
H -2.6070 -3.0114 1.8273 -0.015 -0.400 0.097 0.1084
H -1.5033 -1.4273 3.6052 1.439 0.618 -1.555 0.2436
H -0.6787 -0.3416 2.2254 -0.567 -0.903 0.902 0.2902
H -2.2060 1.5820 2.4642 -2.113 -1.509 1.002 0.1724
H -1.8056 3.3053 2.2776 -0.735 -0.233 -0.402 0.2031
H -0.7566 0.8343 0.7299 0.029 0.090 0.364 0.1620
H -1.4435 2.3253 0.1464 0.398 -0.300 0.430 0.1780
H 0.2189 2.3193 0.7780 -1.301 -0.288 0.598 0.2412
H 2.2539 0.3735 -2.7589 -0.212 -0.030 -0.216 0.4686
H 3.1504 1.3885 -3.4184 0.658 4.116 -0.089 0.4711
O 2.9678 0.5117 -3.3743 -0.068 -3.979 -0.389 -0.9438
H 2.7305 -1.7384 -2.8357 1.207 -0.285 -0.220 0.4914
H 1.7505 -2.1974 -1.7279 -0.053 -1.579 1.877 0.5008
O 1.9175 -1.5752 -2.3931 -0.778 1.626 -1.189 -0.9816
H 1.8131 0.8761 -1.3308 -0.209 0.555 0.824 0.4358
H 1.7388 1.0569 0.2344 0.055 1.385 -1.733 0.5121
O 1.7569 1.5828 -0.6604 0.253 -2.046 1.456 -0.9625
H -2.5398 1.4053 -2.9561 -0.756 0.114 -0.286 0.4961
H -3.6035 1.5673 -2.0049 -1.250 2.691 8.093 0.4538
O -3.5180 1.3329 -2.8201 2.280 -2.106 -7.810 -0.9171
H -3.1027 -0.2090 -2.1356 -0.048 -0.546 0.038 0.4805
H -2.6784 -1.2706 -1.0295 -0.104 0.244 -0.234 0.4780
O -2.8383 -1.1348 -1.9763 0.316 -0.476 0.181 -1.0025
H 4.0024 0.4871 -0.0501 1.451 0.795 0.461 0.4675
H 4.1398 0.5418 1.3593 -0.775 0.018 2.041 0.4746
O 4.6895 0.7480 0.6315 -0.721 -0.671 -2.469 -0.9447
H -0.9015 -1.7278 -3.2383 -0.429 -0.842 1.073 0.5025
H 0.6166 -1.5951 -3.7954 0.084 -0.570 0.873 0.5047
O -0.2944 -1.3126 -3.8222 -0.281 1.325 -1.901 -0.9921
H -0.7161 1.2952 -4.5689 -0.008 -0.289 -0.327 0.4629
H -0.1399 0.4229 -3.4199 -0.337 1.024 -0.917 0.5020
O -0.2302 1.3657 -3.7496 0.008 -0.466 1.138 -0.9896
H 1.3259 1.6271 2.7794 -0.110 -2.050 -1.128 0.4538
H 1.7928 0.0371 2.7765 0.003 -1.589 1.645 0.4521
O 1.7680 0.7338 2.1717 -0.181 3.256 -0.861 -1.1058

=====

2.
137
Properties=species:S:1:pos:R:3:forces:R:3:mulliken_charge:R:1 method="wB97M-V/def2-TZVPD" max_force_ev_per_a=1.613 smiles="CCCCCCCCCCCCCCCCCCCC[C@H]1C(=O)NC[C@@H]1CNC.O=C1C=C(O)C(=O)C=C1O.O=C1C=C(O)C(=O)C=C1O.O=C1C=C(O)C(=O)C=C1O.O=C1C=C(O)C(=O)C=C1O" e_lumo_ev=-1.68 gap_ev=7.50 energy_ev=-90737.218 e_homo_ev=-9.18
C 1.4985 1.2568 1.2479 0.335 0.599 0.746 -0.4996
C 1.8009 2.5337 2.1021 0.192 -0.221 -0.820 0.0246
C 3.2877 2.5947 2.5903 -0.521 0.236 0.146 -0.8735
C 3.5119 2.0582 4.0335 0.328 -0.021 -0.244 -0.5537
C 3.3618 0.5125 4.2278 -0.692 0.099 0.507 -0.7579
C 1.8931 0.0518 4.5869 0.662 -0.193 -0.163 -0.2951
C 1.6018 -1.4486 4.1736 -0.255 0.894 0.420 -0.9662
C 0.1078 -1.6585 3.7508 0.301 -0.355 -0.064 -0.0222
C -0.1141 -2.0333 2.2508 -0.784 -0.797 0.084 -0.7787
C -1.5854 -1.7211 1.7513 0.754 0.374 0.147 -0.7329
C -1.6190 -0.8149 0.4668 -0.533 -0.764 0.309 0.9258
C -2.3489 -1.4921 -0.7711 0.592 1.389 0.567 -0.9954
C -1.4225 -1.3216 -2.0115 -0.924 -0.744 -0.210 -0.5338
C -1.8906 -2.1052 -3.2836 0.186 0.307 0.067 -0.7690
C -1.5439 -1.3222 -4.6045 0.584 -0.763 0.783 -0.4966
C -1.2016 -2.2562 -5.7905 -1.050 -0.004 -0.979 -0.8546
C -1.1955 -1.5205 -7.1836 0.164 0.087 0.269 -0.8207
C 0.2488 -1.1456 -7.6716 -0.838 -0.143 -0.179 -0.7563
C 0.8873 -2.2261 -8.6149 0.059 0.107 0.747 -0.7489
C 1.2007 -1.7042 -10.0434 0.371 -0.554 0.252 -0.9084
C 2.4577 -0.7977 -10.1063 0.894 0.634 -0.967 -0.2468
C 3.7722 -1.6120 -9.7665 0.320 -0.369 -0.287 0.1451
O 4.1682 -2.0049 -8.7007 -0.534 0.531 -0.080 -0.5687
N 4.5734 -1.8623 -10.9678 -0.710 0.672 0.812 -0.4412
C 3.6779 -1.4949 -12.0790 -1.191 -0.271 0.591 -0.8050
C 2.8836 -0.2637 -11.5304 0.662 -0.836 -1.021 0.4249
C 3.8708 0.9499 -11.4181 -0.407 -0.209 0.521 -1.0271
N 3.1770 2.2497 -11.5362 0.824 -0.348 -0.183 -0.3374
C 3.5248 2.9693 -12.7680 -0.489 0.880 0.000 -0.8764
H 2.2077 1.1875 0.3954 -0.522 0.129 0.401 0.3667
H 1.6755 0.3717 1.8884 -0.410 0.245 -0.484 -0.2183
H 0.4558 1.3254 0.8826 0.558 -0.424 0.134 0.2040
H 1.5944 3.3972 1.4295 0.193 -0.330 0.489 0.5391
H 1.0857 2.6249 2.9500 0.518 -0.132 -0.452 -0.2040
H 3.5844 3.6669 2.5243 0.079 -0.684 0.276 0.3232
H 3.9428 2.0361 1.8889 -0.366 0.291 0.279 0.3382
H 2.8166 2.5981 4.7147 0.332 -0.396 -0.260 0.1816
H 4.5418 2.3358 4.3569 -0.613 -0.076 -0.260 0.3786
H 3.6855 -0.0889 3.3528 0.084 0.647 0.295 0.3619
H 4.0231 0.2453 5.0828 -0.367 -0.090 -0.617 0.4298
H 1.8027 0.1631 5.6900 -0.264 -0.070 -0.643 0.5461
H 1.1461 0.7354 4.1288 0.484 -0.419 0.174 -0.0815
H 2.2697 -1.7412 3.3369 -0.306 0.120 0.439 0.4269
H 1.8359 -2.0715 5.0625 -0.071 0.260 -0.899 0.4734
H -0.2846 -2.5010 4.3630 -0.040 0.644 -0.327 -0.6596
H -0.4951 -0.7548 3.9894 0.400 -0.473 -0.040 0.5276
H 0.6226 -1.5841 1.5577 -0.298 -0.061 0.547 0.5389
H -0.0021 -3.1396 2.1713 0.307 0.679 -0.037 0.2924
H -2.1260 -2.6658 1.5446 0.231 0.501 0.240 0.3756
H -2.0873 -1.2078 2.6018 0.016 -0.367 -0.619 0.4372
H -0.5797 -0.6007 0.1568 -0.519 0.106 0.257 -0.0634
H -2.1305 0.1288 0.7538 0.429 -0.407 -0.516 -0.6265
H -3.2789 -0.8960 -0.9097 0.341 -0.765 -0.216 0.2453
H -2.6021 -2.5422 -0.5322 0.163 0.459 -0.327 0.3258
H -0.4168 -1.6971 -1.7297 -0.364 0.567 -0.244 0.3607
H -1.4098 -0.2415 -2.2655 0.343 -0.519 0.284 0.3226
H -2.9863 -2.2688 -3.2229 0.525 0.013 -0.121 0.3935
H -1.4076 -3.1057 -3.2804 -0.298 0.508 -0.091 0.3723
H -2.4230 -0.6779 -4.8207 0.744 -0.188 -0.161 0.2534
H -0.6436 -0.7073 -4.3704 -0.702 -0.044 -0.316 0.2742
H -1.9996 -3.0335 -5.8521 0.545 0.343 0.200 0.3715
H -0.2355 -2.7899 -5.6827 -0.491 0.313 0.302 0.3930
H -1.6996 -2.1527 -7.9484 0.364 0.360 0.410 0.4578
H -1.8143 -0.5985 -7.0939 0.386 -0.538 -0.039 0.4019
H 0.1553 -0.1790 -8.2174 0.391 -0.513 0.386 0.4021
H 0.8702 -1.0127 -6.7609 -0.212 0.198 -0.655 0.3021
H 0.2196 -3.1138 -8.6865 0.263 0.620 -0.030 0.5492
H 1.8004 -2.5943 -8.0974 -0.367 0.177 -0.703 0.3134
H 1.4265 -2.6041 -10.6621 -0.320 0.609 0.191 0.2704
H 0.2988 -1.2089 -10.4659 0.645 -0.154 0.186 0.3296
H 2.4201 0.1278 -9.4949 -0.262 -0.906 0.304 0.4316
H 5.3566 -1.2222 -10.8005 0.119 -0.461 -0.641 0.3661
H 4.0822 -1.4447 -13.1054 0.339 0.341 0.765 0.4027
H 2.9478 -2.3359 -12.1035 0.453 0.412 -0.318 0.3454
H 2.0742 -0.0590 -12.2613 0.159 0.260 0.786 0.4566
H 4.3580 0.9340 -10.4134 -0.304 -0.156 -0.578 0.4530
H 4.7124 0.8385 -12.1453 -0.643 0.172 0.215 0.3300
H 3.4507 2.8065 -10.7309 -0.135 0.059 -0.375 0.2733
H 4.6167 3.0191 -12.9796 -0.501 -0.165 0.082 0.3093
H 2.9902 2.5698 -13.6572 0.399 -0.012 0.613 0.2495
H 3.1616 4.0147 -12.6437 0.274 -0.618 -0.200 0.3461
C -0.0943 -5.7373 9.0405 -0.244 -0.173 -0.013 -0.9206
C 0.6807 -4.8422 8.4191 0.399 -0.052 0.662 0.2434
C 0.3629 -4.3521 7.0412 -0.341 0.025 -0.514 0.9008
O 1.0908 -3.5218 6.5275 0.080 -0.216 0.448 -0.4912
C -0.8126 -4.9002 6.3700 0.222 0.218 -0.013 -0.8663
C -1.5856 -5.7979 6.9900 -0.288 -0.056 -0.662 0.1967
C -1.2833 -6.2678 8.3787 0.350 -0.048 0.582 0.9345
O -2.0309 -7.0722 8.9032 -0.139 0.054 -0.319 -0.6229
O -2.6730 -6.3232 6.4021 0.590 0.053 0.793 -0.4879
O 1.7810 -4.3343 8.9943 -0.370 0.058 -0.618 -0.6038
H 0.1235 -6.0969 10.0365 0.005 0.022 -0.011 0.4333
H -1.0224 -4.5518 5.3678 -0.014 -0.026 0.004 0.5454
H -3.0547 -6.9408 7.0572 -0.053 -0.011 -0.117 0.3419
H 2.1584 -3.7126 8.3420 0.011 -0.025 0.085 0.3482
C -2.6095 5.6491 1.4298 0.182 0.103 0.271 -1.1233
C -3.1916 4.6679 0.7306 -0.213 0.591 -0.442 0.4094
C -3.0925 3.2367 1.1592 0.307 -0.575 0.466 0.9299
O -3.6461 2.3764 0.5003 -0.147 0.318 -0.268 -0.6617
C -2.3162 2.9283 2.3567 -0.188 -0.124 -0.277 -0.7439
C -1.7314 3.9075 3.0529 0.346 -0.632 0.582 0.3586
C -1.8520 5.3391 2.6388 -0.203 0.331 -0.419 0.9735
O -1.3083 6.1854 3.3229 0.011 -0.057 0.138 -0.6128
O -1.0056 3.6599 4.1543 -0.308 0.638 -0.482 -0.5602
O -3.8911 4.9098 -0.3871 0.193 -0.561 0.420 -0.5744
H -2.6729 6.6869 1.1329 -0.015 -0.020 -0.009 0.4625
H -2.2368 1.8886 2.6446 0.006 0.012 0.014 0.5448
H -0.6880 4.5295 4.4741 0.109 -0.106 0.095 0.2186
H -4.2056 4.0377 -0.6965 -0.007 0.082 -0.019 0.3479
C 3.1214 8.3172 3.5858 0.377 -0.018 0.019 -0.8777
C 2.0282 7.6873 4.0328 -0.455 0.576 -0.446 0.3144
C 2.1253 6.5104 4.9572 0.357 -0.438 0.309 1.0743
O 1.1011 5.9792 5.3504 -0.100 0.154 -0.200 -0.6715
C 3.4546 6.0462 5.3419 -0.347 -0.045 0.023 -0.9393
C 4.5453 6.6756 4.8920 0.373 -0.560 0.419 0.3672
C 4.4490 7.8667 3.9903 -0.341 0.494 -0.410 0.9760
O 5.4749 8.4118 3.6251 0.128 -0.273 0.197 -0.6202
O 5.7820 6.2765 5.2221 -0.326 0.503 -0.383 -0.5808
O 0.7949 8.0696 3.6798 0.534 -0.522 0.597 -0.5663
H 3.0656 9.1674 2.9204 -0.023 -0.009 0.018 0.4356
H 3.5124 5.1860 5.9945 0.020 0.008 -0.007 0.4048
H 6.3886 6.8956 4.7704 -0.006 -0.054 0.048 0.3576
H 0.1882 7.4538 4.1392 -0.212 0.060 -0.274 0.3480
C -7.3144 -4.7580 5.2169 0.276 -0.105 0.028 -0.9983
C -8.2350 -3.8613 5.5861 -0.423 -0.397 -0.504 0.3189
C -7.9341 -2.7983 6.5967 0.374 0.313 0.434 0.9995
O -8.8029 -1.9953 6.8832 -0.153 -0.206 -0.219 -0.6126
C -6.6030 -2.7782 7.1985 -0.286 0.124 -0.021 -0.8796
C -5.6846 -3.6773 6.8308 0.436 0.425 0.550 0.3743
C -5.9768 -4.7221 5.8027 -0.390 -0.343 -0.463 0.9568
O -5.0926 -5.5006 5.4986 -0.138 0.203 0.136 -0.5415
O -4.4508 -3.6961 7.3585 -0.365 -0.365 -0.471 -0.5588
O -9.4748 -3.8627 5.0730 0.390 0.373 0.467 -0.5622
H -7.5187 -5.5290 4.4869 -0.011 0.024 0.002 0.4301
H -6.4024 -2.0167 7.9393 0.011 -0.010 -0.014 0.4363
H -3.9890 -4.4393 6.9190 0.012 0.039 -0.007 0.2956
H -9.9390 -3.1173 5.5015 -0.004 -0.053 -0.058 0.3544

=====

3.
8
Properties=species:S:1:pos:R:3:forces:R:3:nbo_charge:R:1 method="wB97M-V/def2-TZVPD" max_force_ev_per_a=3.198 e_lumo_ev=-0.30 gap_ev=7.46 energy_ev=-22735.457 e_homo_ev=-7.76
O 2.5564 0.2349 -0.1746 0.709 -0.531 -2.412 -0.9927
O -2.1349 -0.6145 0.3702 0.150 -0.206 1.068 -0.9817
P 0.9872 -0.3142 0.0088 -1.110 0.730 1.834 0.4880
P -1.5365 0.6638 -0.4126 1.631 1.664 -1.720 0.5971
H 3.0700 -0.1347 -1.0023 -1.897 0.979 2.382 0.5088
H -1.5740 -1.3527 0.1142 -0.066 -0.679 0.070 0.4957
H -1.6760 1.7963 0.5059 0.161 -1.018 0.181 -0.0748
H 0.7880 0.3437 1.3589 0.422 -0.939 -1.403 -0.0403

=====

4.
12
Properties=species:S:1:pos:R:3:forces:R:3:mulliken_charge:R:1 method="wB97M-V/def2-TZVPD" max_force_ev_per_a=5.202 e_lumo_ev=-4.25 gap_ev=10.27 charge=+1 energy_ev=-6756.519 e_homo_ev=-14.51
C 1.1234 -0.1053 -1.1903 3.550 -0.534 -1.261 -0.1810
C 0.7746 -0.4737 -0.0244 -0.992 0.260 2.300 0.2630
C -0.3093 -0.1829 -1.3786 -0.137 -2.109 0.108 -0.3518
C -0.6423 0.7236 1.1885 -0.283 -1.595 0.856 -0.0259
C -1.0161 -0.5171 0.5375 -1.873 -0.936 -2.225 -0.4676
N 0.2628 -0.4477 1.3025 1.919 2.335 -4.234 -0.0017
H 2.0577 -0.0718 -1.8183 -1.240 0.308 0.841 0.3565
H -0.7172 0.7990 -1.4916 -0.916 0.129 -0.189 0.3325
H -0.5791 -1.1149 -1.9424 -0.637 1.403 0.624 0.2973
H -0.3400 1.5918 0.7372 1.378 1.857 -1.016 0.2271
H -1.1582 0.8343 2.0662 -1.381 0.491 2.150 0.2902
H 0.5436 -1.0352 2.0137 0.614 -1.610 2.045 0.2614

=====

5.
13
Properties=species:S:1:pos:R:3:forces:R:3:nbo_charge:R:1 method="wB97M-V/def2-TZVPD" max_force_ev_per_a=0.971 smiles="O=C=O.C=C.N" e_lumo_ev=0.81 gap_ev=11.14 energy_ev=-8809.598 e_homo_ev=-10.33
C -2.1998 0.4364 0.3179 0.344 -0.376 -0.341 -0.4090
C -1.5167 -0.4204 -0.4475 -0.333 0.358 0.327 -0.3869
O 1.3290 -0.5821 -1.8466 0.572 -0.542 0.567 -0.5475
C 1.9513 -1.1251 -1.0178 0.045 -0.033 -0.287 1.0608
O 2.6029 -1.7481 -0.2778 -0.451 0.330 -0.546 -0.5301
N 1.3916 0.6600 0.7037 0.018 0.233 0.238 -1.0931
H -2.3457 1.4704 0.0136 -0.015 -0.162 0.044 0.1957
H 0.3878 0.6237 0.8394 -0.008 0.011 -0.014 0.3784
H -2.6206 0.1364 1.2751 0.040 0.039 -0.169 0.1959
H -1.3561 -1.4519 -0.1399 -0.063 0.148 -0.029 0.1947
H -1.0703 -0.1262 -1.3942 -0.155 -0.015 0.181 0.2111
H 1.8314 0.5365 1.6091 0.004 0.077 -0.061 0.3652
H 1.6152 1.5904 0.3649 0.004 -0.070 0.090 0.3648

=====

6.
12
Properties=species:S:1:pos:R:3:forces:R:3:nbo_charge:R:1 method="wB97M-V/def2-TZVPD" max_force_ev_per_a=5.956 smiles="C#CC#N.C=C=C" e_lumo_ev=0.47 gap_ev=10.26 energy_ev=-7787.668 e_homo_ev=-9.79
C -1.0852 -1.5771 -1.1922 4.432 3.825 -1.097 -0.0564
C 0.2057 -0.4906 1.8287 -1.821 0.735 0.425 -0.5151
C -0.1732 -0.8165 -1.4118 -0.609 -0.379 -0.071 -0.1372
C -0.1311 0.5510 1.0868 0.745 -1.872 2.592 0.0970
C 0.8709 0.0787 -1.6521 0.720 -0.269 -0.583 0.2216
C -0.1435 1.5997 0.3737 0.884 2.688 -2.292 -0.5142
N 1.7991 0.7192 -1.9199 -0.903 -0.489 0.224 -0.2545
H -1.7801 -2.2499 -1.0814 -3.432 -3.151 0.678 0.2127
H -0.2683 -0.6333 2.8819 1.300 -0.002 -2.080 0.2417
H 0.7889 2.2446 0.3426 -1.314 -0.620 0.384 0.2450
H -0.8261 1.7950 -0.4731 0.060 -0.112 0.860 0.2284
H 0.7430 -1.2208 1.2168 -0.062 -0.353 0.961 0.2309